Computed, not measured: the molecule C5H6O, with ωB97M-V with the def2-TZVPD basis set.

Output
ΔE to the lowest compared entry with this formula, charge and spin: 1.971 eV
SMILES: C#CC(=O)CC
2S+1: 1
Net charge: 0
DFT total energy: -269.27379 hartree

Geometry (Å):
C1 -1.74829 -0.10865 -0.26434
C2 -0.41906 0.41688 0.24351
C3 0.67416 0.16207 -0.78595
O1 0.49159 0.06755 -1.97710
C4 1.94570 -0.02072 -0.09054
C5 2.64817 -0.28931 0.85288
H1 -2.59454 0.39550 0.20623
H2 -1.84233 -1.18199 -0.07564
H3 -1.76261 0.04094 -1.34386
H4 -0.09614 -0.03212 1.18656
H5 -0.44800 1.50145 0.42048
H6 3.24116 -0.55351 1.69921

Löwdin atomic charge list, values in e, 2 entries:
1 C -0.094
2 C -0.188